The following is a quantum chemistry calculation of a single C25H33N3O3 molecule, from OMol25.

Positions of all 64 atoms, in Å:
1 C 6.21 2.32 0.60
2 O 7.04 1.29 0.09
3 C 6.32 0.19 -0.40
4 C 5.91 -0.80 0.72
5 N 4.55 -1.29 0.56
6 C 3.58 -0.49 1.04
7 O 3.83 0.44 1.80
8 C 2.13 -0.75 0.65
9 H 2.05 -1.31 -0.28
10 C 1.45 0.61 0.49
11 N 0.00 0.59 0.56
12 C -0.48 1.95 0.50
13 H -1.56 1.96 0.62
14 H -0.03 2.49 1.34
15 C -0.11 2.66 -0.81
16 N 1.22 2.29 -1.25
17 C 1.97 1.27 -0.79
18 O 3.00 0.94 -1.34
19 H 1.56 2.74 -2.10
20 H -0.15 3.75 -0.68
21 H -0.84 2.40 -1.59
22 C -0.62 -0.29 -0.43
23 C -2.11 -0.28 -0.31
24 C -2.71 -0.54 0.92
25 C -4.09 -0.53 1.05
26 C -4.90 -0.28 -0.05
27 C -4.30 -0.03 -1.28
28 C -2.92 -0.02 -1.41
29 H -2.48 0.18 -2.37
30 H -4.92 0.19 -2.14
31 C -6.37 -0.28 0.08
32 C -6.98 0.32 1.18
33 C -8.36 0.32 1.31
34 C -9.14 -0.28 0.33
35 C -8.55 -0.88 -0.76
36 C -7.17 -0.87 -0.89
37 H -6.71 -1.36 -1.74
38 H -9.15 -1.35 -1.52
39 H -10.22 -0.28 0.43
40 H -8.82 0.79 2.16
41 H -6.37 0.80 1.93
42 H -4.53 -0.74 2.01
43 H -2.08 -0.73 1.77
44 H -0.26 -1.30 -0.22
45 H -0.32 -0.04 -1.46
46 H 1.81 1.23 1.32
47 H 1.63 -1.30 1.46
48 C 4.31 -2.47 -0.26
49 C 5.27 -3.61 0.08
50 H 4.89 -4.53 -0.37
51 H 5.33 -3.75 1.16
52 H 6.27 -3.44 -0.31
53 C 4.38 -2.13 -1.75
54 H 3.97 -2.96 -2.34
55 H 5.41 -1.96 -2.06
56 H 3.81 -1.23 -1.96
57 H 3.31 -2.82 -0.01
58 H 5.95 -0.26 1.67
59 H 6.61 -1.63 0.77
60 H 5.41 0.53 -0.92
61 H 6.98 -0.30 -1.12
62 H 5.50 1.95 1.34
63 H 5.64 2.79 -0.22
64 H 6.87 3.06 1.05

The HOMO-LUMO gap is 9.2891 eV. The calculation puts the calculated total energy at -1362.45089 Eh. The structure (SMILES) is COCCN(C(=O)C[C@H]1C(=O)NCCN1Cc1ccc(-c2ccccc2)cc1)C(C)C. The calculation puts the HOMO energy at -8.652 eV. The energy above the lowest of the compared OMol25 structures with the same formula, charge and spin is 2.376 eV.